Below is a molecular structure, C2H4I2O at a distorted geometry, with properties calculated with ωB97M-V with the def2-TZVPD basis set.

Element x y z (Å)
I -2.88 1.12 0.96
I -0.37 2.47 -1.25
O 0.57 -1.55 -0.24
C -0.80 1.51 0.63
C 1.68 -1.41 -0.72
H 2.42 -2.26 -0.71
H 2.12 -0.37 -0.98
H -0.52 0.53 0.30
H -2.21 -0.04 2.00

Computed properties:
2S+1: 1
Total energy in hartree: -749.02865
Lowest unoccupied orbital energy in eV: -0.737
HOMO in eV: -7.529
Orbital gap in Eh: 0.250
Energy relative to the best compared isomer or geometry (same formula, charge and spin) in kJ/mol: 490.8

---

Below is a gas-phase ion, C3H11N2 (charge +1) at a distorted geometry, with properties calculated with ωB97M-V with the def2-TZVPD basis set.

Element x y z (Å)
N 1.82 0.01 -0.69
N -0.92 -0.10 -0.59
C -1.90 0.84 0.02
C 1.13 -0.07 0.65
C -0.17 -0.82 0.44
H 0.96 0.94 0.97
H -0.75 -0.89 1.35
H -2.56 0.30 0.69
H 2.65 0.59 -0.61
H -1.52 -0.78 -1.05
H -2.40 1.36 -0.78
H 1.20 0.45 -1.38
H -0.04 -1.86 0.13
H 1.82 -0.65 1.27
H 2.07 -0.92 -1.06
H -1.38 1.59 0.64

Computed properties:
2S+1: 1
Total energy in hartree: -230.15750
Lowest unoccupied orbital energy in eV: -3.513
SMILES: CNCC[NH3+]
HOMO in eV: -13.859
Total charge: +1
Orbital gap in Eh: 0.380
Energy relative to the best compared isomer or geometry (same formula, charge and spin) in kJ/mol: 65.3

---

Below is a molecular structure, C2H6N2P at a distorted geometry, with properties calculated with ωB97M-V with the def2-TZVPD basis set.

Element x y z (Å)
P -0.69 1.86 0.24
N 0.09 -0.65 -0.39
N -0.39 -0.01 1.60
C -0.44 0.52 -1.01
C 0.14 -0.86 0.85
H 0.64 1.98 0.35
H 0.61 -1.73 1.20
H 0.86 -1.04 -0.91
H 0.27 0.99 -1.77
H -0.53 0.11 2.52
H -1.36 0.15 -1.54

Computed properties:
2S+1: 1
Total energy in hartree: -530.34663
Lowest unoccupied orbital energy in eV: -5.693
HOMO in eV: -15.017
Total charge: +1
Orbital gap in Eh: 0.343
Energy relative to the best compared isomer or geometry (same formula, charge and spin) in kJ/mol: 168.2

---

Below is a molecular structure, C9H11NNiO5 at a distorted geometry, with properties calculated with ωB97M-V with the def2-TZVPD basis set.

Element x y z (Å)
Ni 0.15 2.85 -0.32
O 2.66 1.34 -0.56
O 0.12 4.17 -2.99
O -2.04 1.16 -1.22
O 0.67 2.73 2.60
O 1.18 -0.84 0.28
N -0.24 -1.68 1.87
C 0.28 -1.06 -2.83
C -1.38 -0.89 1.44
C 0.48 2.52 1.49
C -0.03 3.74 -1.93
C 1.56 1.74 -0.51
C -1.25 1.95 -0.92
C -0.24 -2.21 3.22
C 0.92 -1.62 1.19
C 0.26 -0.05 -3.70
H 0.51 -1.67 3.81
H 1.15 0.41 -4.14
H -1.18 0.18 1.53
H 1.65 -2.37 1.53
H -2.21 -1.15 2.08
H 1.22 -1.60 -2.59
H -0.70 0.33 -4.05
H -1.64 -1.12 0.40
H -1.23 -2.08 3.65
H -0.69 -1.52 -2.53
H 0.02 -3.27 3.20

Computed properties:
2S+1: 3
Total energy in hartree: -2288.01362
Lowest unoccupied orbital energy (spin up / spin down) in eV: -8.012 / -12.012
HOMO (spin up / spin down) in eV: -15.978 / -15.875
Total charge: +2
Orbital gap (spin up / spin down) in Eh: 0.293 / 0.142
Energy relative to the best compared isomer or geometry (same formula, charge and spin) in kJ/mol: 0.0

---

Below is 6 unconnected molecules or ions with the total composition C34H86N6O11 at a distorted geometry, with properties calculated with ωB97M-V with the def2-TZVPD basis set.

Element x y z (Å)
O -1.68 -5.21 18.85
O -9.26 -2.19 21.69
O -6.83 -0.26 18.18
O -11.32 9.18 15.05
O -3.28 3.25 7.11
O -9.76 3.00 6.04
O -0.54 0.11 13.74
O -7.14 -9.47 16.27
O 2.93 -4.33 15.86
O -8.54 6.18 12.79
O -2.79 -8.12 12.11
N -5.65 -8.91 12.91
N -10.15 -1.97 18.11
N -6.15 3.55 6.48
N -10.28 8.33 12.16
N -3.26 -2.18 14.99
N 1.19 -4.82 18.53
C -2.67 -5.90 19.53
C -8.69 -1.69 17.93
C -2.40 -1.44 14.04
C -5.32 -7.67 12.15
C -3.93 -7.27 12.59
C -7.16 5.96 12.89
C -8.48 2.41 6.44
C -6.33 -8.65 14.13
C -8.54 -9.51 16.14
C 0.45 -5.54 17.53
C -9.66 -2.82 20.51
C -12.17 8.05 15.47
C -1.26 -0.59 14.71
C -0.79 -6.08 18.17
C -5.18 4.51 5.83
C -8.74 -3.11 22.54
C -1.54 -7.65 11.75
C -11.67 9.84 13.82
C -1.91 3.46 7.60
C -10.45 -1.77 19.55
C -8.20 -0.34 18.48
C 0.22 -0.59 12.74
C -10.02 2.99 4.60
C -3.95 4.51 6.87
C 2.32 -3.94 18.11
C -6.16 0.73 18.98
C -3.35 -0.60 13.22
C -9.04 6.33 11.44
C 3.53 -5.07 14.91
C -10.41 7.10 11.50
C -6.52 -9.80 15.07
C 3.33 -4.55 17.24
C -11.56 8.85 12.63
C -7.38 3.39 5.72
H -9.46 3.65 3.94
H -1.35 -6.55 17.37
H -3.05 -6.80 19.05
H -5.94 -7.76 14.61
H 3.27 -6.11 14.72
H -12.73 10.10 13.93
H -3.57 -5.29 19.61
H -8.85 -3.40 20.07
H 0.45 -4.49 19.13
H -3.69 -6.23 12.35
H -9.22 5.35 11.00
H -2.72 -2.69 15.67
H -7.80 4.33 5.35
H 0.59 0.27 12.18
H -2.33 -6.26 20.50
H -12.23 8.02 12.85
H -8.99 -8.66 15.62
H -11.13 10.74 13.55
H 0.22 -4.90 16.68
H -5.26 -7.89 11.08
H -6.04 -6.85 12.19
H -4.04 -1.21 12.63
H -8.00 -3.88 22.31
H -1.57 -6.94 10.93
H -8.21 -2.62 18.22
H -7.19 3.14 4.68
H -7.03 5.82 13.96
H -5.62 5.50 5.77
H -4.38 4.77 7.84
H -8.24 6.80 10.86
H -11.05 6.52 12.17
H -0.56 -1.23 15.25
H -8.94 -10.43 15.71
H -7.37 -8.42 13.91
H -0.35 -1.23 12.06
H -4.81 4.32 4.82
H -10.49 -3.50 20.70
H -1.93 -2.10 13.31
H 4.29 -4.11 17.50
H -9.50 8.39 12.80
H -10.21 -0.82 20.02
H 1.01 -1.26 13.08
H -3.92 -1.55 15.44
H -4.69 -9.18 13.07
H -3.79 -7.32 13.67
H -10.09 1.98 4.19
H 4.60 -5.10 15.11
H -11.87 7.21 14.84
H -12.06 7.98 16.55
H -8.50 -1.67 16.86
H 2.85 -3.57 18.98
H -11.00 3.44 4.46
H -6.26 1.78 18.71
H -8.38 1.43 5.97
H -8.97 -9.43 17.14
H -12.13 9.29 11.82
H 1.93 -3.08 17.56
H -8.29 2.33 7.50
H -8.32 -0.33 19.56
H -0.42 -6.79 18.91
H 1.03 -6.39 17.18
H -0.85 -8.47 11.53
H -1.57 4.11 8.41
H -5.55 -10.24 15.31
H 3.45 -4.55 13.95
H -6.45 6.68 12.47
H -1.30 3.69 6.72
H -13.25 8.12 15.34
H -3.32 5.35 6.55
H -10.64 -1.24 17.60
H -6.42 0.64 20.04
H -1.56 2.45 7.79
H -2.94 0.04 12.45
H -10.81 7.41 10.53
H -1.19 -7.16 12.66
H -9.48 -3.65 23.13
H -7.03 -10.65 14.62
H -5.08 0.56 19.00
H 3.32 -5.63 17.43
H -11.53 -1.83 19.71
H -5.62 2.72 6.69
H -8.78 0.53 18.16
H -8.12 -2.53 23.23
H -7.00 5.02 12.37
H -3.89 0.03 13.92
H -1.71 0.14 15.39

Computed properties:
2S+1: 1
Total energy in hartree: -2502.68249
Lowest unoccupied orbital energy in eV: 0.391
SMILES: COC[C@H](C)N.COCCNCCOC.COCCNCCOC.COCCNCCOC.COCCNCCOC.COCCNCCOC
HOMO in eV: -8.257
Orbital gap in Eh: 0.318
Energy relative to the best compared isomer or geometry (same formula, charge and spin) in kJ/mol: 607.0

---

Below is a single C22H25NO3 molecule, with properties calculated with ωB97M-V with the def2-TZVPD basis set.

Element x y z (Å)
O 0.30 2.88 3.15
O 0.61 1.34 1.55
O 2.94 -1.62 -0.46
N 0.92 -1.35 0.51
C 0.21 3.60 -0.73
C -0.47 -1.23 0.43
C -4.73 -0.69 0.31
C 1.72 3.41 1.28
C 0.99 -1.61 -4.25
C 1.48 -1.89 -2.99
C 0.34 0.02 -2.10
C -0.14 0.32 -3.37
C 0.71 -0.68 2.89
C -3.24 -0.87 0.35
C -2.61 -1.79 -0.48
C 1.82 -2.84 2.22
C 1.75 -1.39 -0.58
C 0.17 -0.50 -4.44
C -1.09 -0.32 1.29
C 1.59 3.21 -0.23
C 0.79 2.54 2.11
C 1.56 -1.39 1.83
C -0.19 0.39 2.26
C -2.46 -0.15 1.25
C 1.14 -1.09 -1.91
C -1.24 -1.97 -0.45
H -0.56 2.98 -0.27
H -0.21 -0.28 -5.42
H -5.21 -1.45 0.92
H 1.80 2.17 -0.47
H 2.48 -3.30 1.49
H 0.88 -3.40 2.25
H -5.10 -0.79 -0.71
H 0.10 0.67 -1.27
H -2.93 0.56 1.92
H -0.01 4.64 -0.50
H 1.24 -2.24 -5.09
H -0.77 -2.70 -1.10
H 2.13 -2.74 -2.83
H 1.37 -0.22 3.63
H -5.01 0.28 0.70
H 2.74 3.16 1.60
H 2.52 -0.88 1.71
H 1.53 4.45 1.56
H -0.77 1.18 -3.51
H 2.29 -2.89 3.20
H 2.34 3.83 -0.72
H -3.20 -2.37 -1.17
H 0.07 -1.39 3.40
H 0.15 3.47 -1.81
H -0.76 0.92 3.03

Computed properties:
2S+1: 1
Total energy in hartree: -1133.86578
Lowest unoccupied orbital energy in eV: 0.719
SMILES: CCCC(=O)O[C@@H]1C[C@@H](C)N(C(=O)c2ccccc2)c2ccc(C)cc21
HOMO in eV: -8.387
Orbital gap in Eh: 0.335
Energy relative to the best compared isomer or geometry (same formula, charge and spin) in kJ/mol: 38.7

---

Below is a gas-phase ion, C5H9NO (charge +1) at a distorted geometry, with properties calculated with ωB97M-V with the def2-TZVPD basis set.

Element x y z (Å)
O -0.53 -2.47 -2.29
N 0.32 -1.12 -0.71
C 0.04 -0.73 0.66
C 0.75 0.59 1.02
C -0.87 2.07 -0.19
C 0.42 1.73 0.07
C -0.24 -2.32 -1.13
H -1.07 -0.73 0.76
H -1.69 1.49 -0.62
H 0.39 0.89 2.02
H 0.49 -0.55 -1.53
H 0.53 -1.49 1.29
H 1.23 2.33 -0.34
H 1.79 0.42 1.22
H -1.31 3.02 0.15
H -0.25 -3.12 -0.39

Computed properties:
2S+1: 2
Total energy in hartree: -325.49464
Lowest unoccupied orbital energy (spin up / spin down) in eV: -7.024 / -8.205
HOMO (spin up / spin down) in eV: -13.445 / -13.432
Total charge: +1
Orbital gap (spin up / spin down) in Eh: 0.236 / 0.192
Energy relative to the best compared isomer or geometry (same formula, charge and spin) in kJ/mol: 317.5

---

Below is 5 unconnected molecules or ions with the total composition CH12O4S at a distorted geometry, with properties calculated with ωB97M-V with the def2-TZVPD basis set.

Element x y z (Å)
S -0.83 -2.58 -0.93
O -0.30 1.00 1.21
O -2.47 2.11 0.12
O 1.79 1.72 -0.41
O 1.04 -1.34 1.69
C -0.36 -0.92 -1.42
H 0.27 -0.80 -2.29
H 2.72 1.56 -0.53
H 1.75 2.56 0.10
H -2.98 1.28 0.00
H -0.35 -3.22 -1.94
H -1.67 1.88 0.56
H 0.04 -0.53 -0.53
H 0.56 1.49 1.17
H -0.14 0.12 1.49
H 1.07 -1.98 2.39
H -1.36 -0.42 -1.60
H 1.20 -1.96 0.91

Computed properties:
2S+1: 1
Total energy in hartree: -744.40766
Lowest unoccupied orbital energy in eV: 0.313
SMILES: CS.O.O.O.O
HOMO in eV: -9.087
Orbital gap in Eh: 0.345
Energy relative to the best compared isomer or geometry (same formula, charge and spin) in kJ/mol: 91.8